[1]
Entry from the OMol25 dataset: C3H6N2O2 as an isolated structure (ωB97M-V/def2-TZVPD).

Computed properties:
Strongest force on any atom in eV/A: 0.6
Highest occupied orbital energy in eV: -9.13
Kohn-Sham gap in eV: 9.9

Positions of all 13 atoms, in Å:
1 N 1.32 -1.23 -0.32
2 C 0.81 -0.09 0.31
3 O 1.56 0.50 1.17
4 C 0.56 1.23 -0.24
5 O -1.20 0.94 -1.18
6 C -1.68 0.16 -0.32
7 N -0.94 -0.46 0.58
8 H 1.98 -1.70 0.29
9 H 0.61 -1.86 -0.66
10 H 1.22 1.67 -0.98
11 H -0.01 1.88 0.41
12 H -2.78 0.01 -0.31
13 H -1.45 -1.06 1.23

=====

[2]
Entry from the OMol25 dataset: one molecule with the formula C20H24N2O5S at a distorted geometry (ωB97M-V/def2-TZVPD).

Computed properties:
Strongest force on any atom in eV/A: 18.0
Highest occupied orbital energy in eV: -7.97
Kohn-Sham gap in eV: 8.1
Structure (SMILES): CCCc1cc2c(cc1NS(=O)(=O)c1ccc(CCNC(C)=O)cc1)OCO2

Positions of all 52 atoms, in Å:
1 C 4.37 0.84 2.46
2 C 5.11 0.81 0.99
3 H 5.60 -0.06 0.81
4 H 5.78 1.56 0.90
5 C 3.95 0.88 -0.27
6 C 2.87 -0.14 -0.13
7 C 3.22 -1.41 -0.55
8 C 2.38 -2.29 -0.83
9 C 1.08 -2.13 -0.25
10 C 0.76 -1.01 0.38
11 C 1.58 0.29 0.37
12 N 1.15 1.46 0.73
13 H 0.57 1.14 1.45
14 S 0.77 2.54 -0.31
15 O 1.53 2.22 -1.65
16 O 0.69 3.72 0.38
17 C -0.90 1.78 -0.59
18 C -1.21 0.79 -1.37
19 C -2.35 0.45 -1.60
20 C -3.52 0.99 -0.72
21 C -3.28 2.06 -0.15
22 C -2.07 2.66 0.21
23 H -1.72 3.53 0.72
24 H -4.11 2.59 0.65
25 C -4.87 0.51 -1.06
26 H -5.54 1.14 -0.92
27 H -4.98 -0.55 -1.64
28 C -5.05 -0.23 0.49
29 N -4.34 -1.60 0.78
30 C -3.01 -1.59 1.33
31 O -2.53 -0.43 1.65
32 C -2.40 -2.93 1.19
33 H -1.73 -2.91 2.23
34 H -1.74 -3.15 0.43
35 H -3.13 -3.78 1.33
36 H -4.53 -2.21 0.25
37 H -6.11 -0.69 0.44
38 H -4.83 0.30 1.61
39 H -2.67 -0.48 -2.13
40 H -0.46 0.53 -1.89
41 H -0.18 -0.91 0.98
42 O 0.30 -3.27 -0.04
43 C 1.23 -4.29 -0.87
44 O 2.50 -3.74 -1.15
45 H 1.41 -5.04 -0.30
46 H 1.04 -4.68 -1.85
47 H 4.37 -1.52 -1.10
48 H 3.55 1.86 0.10
49 H 4.47 1.22 -1.18
50 H 3.46 0.11 2.52
51 H 3.84 1.84 2.48
52 H 5.10 0.76 3.09

=====

[3]
Entry from the OMol25 dataset: a 2-piece molecular cluster, C6H14N2O2 overall at a distorted geometry (ωB97M-V/def2-TZVPD).

Computed properties:
Strongest force on any atom in eV/A: 1.3
Highest occupied orbital energy in eV: -9.41
Kohn-Sham gap in eV: 10.1
Structure (SMILES): CNC(C)=O.CNC(C)=O

Positions of all 24 atoms, in Å:
1 C -0.17 -0.17 3.57
2 C 3.40 -0.11 2.34
3 C 1.02 0.13 2.70
4 O 0.89 0.65 1.61
5 N 2.24 -0.21 3.20
6 H -1.02 0.45 3.27
7 H 2.39 -0.32 4.19
8 H 4.21 -0.70 2.75
9 H -0.50 -1.21 3.53
10 H -0.03 0.09 4.62
11 H 3.19 -0.49 1.35
12 H 3.75 0.91 2.21
13 C -1.39 -1.79 -3.06
14 C -1.72 1.94 -2.70
15 C -2.08 -0.45 -3.16
16 O -3.29 -0.34 -3.14
17 N -1.27 0.64 -3.16
18 H -1.55 -2.13 -2.03
19 H -0.28 0.50 -3.22
20 H -2.09 2.53 -3.55
21 H -1.88 -2.49 -3.74
22 H -0.32 -1.72 -3.24
23 H -2.60 1.80 -2.08
24 H -0.90 2.48 -2.24

=====

[4]
Entry from the OMol25 dataset: C10H4B2Br2F30O17P5VZr as an isolated structure at a distorted geometry (ωB97M-V/def2-TZVPD).

Computed properties:
2S+1: 2
Strongest force on any atom in eV/A: 7.8
Net charge: -1
Highest occupied orbital energy in eV: -7.42
Kohn-Sham gap in eV: 4.1

Positions of all 72 atoms, in Å:
1 Zr -1.47 1.98 2.55
2 O 1.81 1.75 -4.44
3 V 0.61 0.84 -4.27
4 P 0.97 -2.29 -4.01
5 F 1.39 -3.05 -2.65
6 F 2.10 -3.26 -4.61
7 F 0.03 -3.64 -4.13
8 F 0.43 -1.54 -5.31
9 F -0.13 -1.51 -3.13
10 F 1.92 -0.94 -3.77
11 P 0.30 1.05 -0.90
12 F -0.74 1.51 0.39
13 F 0.54 2.62 -1.19
14 F 1.39 0.97 0.30
15 F 1.37 0.70 -2.05
16 F 0.01 -0.51 -0.61
17 F -0.85 1.16 -2.02
18 P 0.77 3.97 2.40
19 F 0.53 5.57 2.45
20 F 1.75 4.00 3.73
21 F -0.38 3.70 3.52
22 F 0.70 2.38 2.37
23 F -0.50 3.80 1.36
24 F 1.86 3.88 1.27
25 P -3.87 3.52 1.84
26 F -3.58 2.23 2.76
27 F -5.00 2.92 0.86
28 F -4.89 4.05 2.96
29 F -3.77 4.94 1.03
30 F -2.52 4.00 2.69
31 F -2.66 2.82 0.94
32 P -1.82 1.62 -5.57
33 F -0.40 1.06 -6.16
34 F -1.65 0.36 -4.56
35 F -0.90 2.36 -4.50
36 F -3.06 2.24 -4.70
37 F -1.77 3.00 -6.42
38 F -2.68 0.85 -6.65
39 O -1.12 -5.00 -1.68
40 C -1.90 -4.45 -0.90
41 O -2.28 -3.16 -0.95
42 B -3.01 -2.86 0.26
43 O -2.99 -4.04 1.18
44 C -2.27 -4.99 0.59
45 O -2.09 -6.11 1.06
46 O -2.33 -1.82 1.02
47 C -3.03 -0.71 1.04
48 O -2.65 0.34 1.58
49 C -4.45 -1.13 0.53
50 O -4.38 -2.32 0.00
51 O -5.44 -0.43 0.55
52 O 2.45 0.30 3.72
53 C 2.03 -0.78 3.30
54 O 2.63 -1.93 3.27
55 B 1.79 -2.93 2.54
56 O 0.48 -2.19 2.27
57 C 0.63 -0.93 2.58
58 O -0.13 0.03 2.45
59 O 1.74 -4.19 3.22
60 C 1.77 -5.17 2.38
61 O 1.44 -6.34 2.52
62 C 2.15 -4.52 1.01
63 O 2.30 -3.26 1.22
64 O 2.23 -5.15 -0.06
65 Br 5.72 3.83 1.03
66 C 4.59 2.42 1.84
67 C 5.24 1.09 1.61
68 Br 6.98 1.05 2.54
69 H 3.70 2.40 1.21
70 H 4.23 2.74 2.82
71 H 5.42 0.90 0.55
72 H 4.69 0.20 1.91

=====

[5]
Entry from the OMol25 dataset: a 3-piece molecular cluster, C4H13NO3 overall at a distorted geometry (ωB97M-V/def2-TZVPD).

Computed properties:
Strongest force on any atom in eV/A: 5.0
Highest occupied orbital energy in eV: -9.10
Kohn-Sham gap in eV: 4.3

Positions of all 21 atoms, in Å:
1 C 0.10 0.52 -0.60
2 C -0.54 -0.56 0.35
3 C -0.82 -0.13 1.79
4 O -1.66 -1.11 -0.20
5 N 2.39 -0.31 -0.65
6 C 1.27 -0.16 -1.53
7 O -3.84 0.16 -1.07
8 H -0.74 1.03 -1.09
9 H 0.68 1.10 0.10
10 H 0.27 -1.29 0.40
11 H -1.46 -0.85 2.33
12 H -1.30 0.88 1.73
13 H 0.13 0.17 2.20
14 H -3.01 -0.17 -0.77
15 H 3.11 -0.91 -0.94
16 H 1.55 0.55 -2.31
17 H 0.82 -1.02 -2.00
18 H -4.35 -0.59 -0.94
19 H 2.99 1.03 1.64
20 H 2.25 0.21 0.23
21 O 2.15 1.45 1.33

=====

[6]
Entry from the OMol25 dataset: one molecule with the formula C4H5I at a distorted geometry (ωB97M-V/def2-TZVPD).

Computed properties:
Strongest force on any atom in eV/A: 5.9
Highest occupied orbital energy in eV: -9.01
Kohn-Sham gap in eV: 9.7
Structure (SMILES): ICC1C=C1

Positions of all 10 atoms, in Å:
1 C 0.20 0.06 -0.12
2 C 1.08 -0.74 0.71
3 C 1.32 -0.95 -0.59
4 C -1.49 0.29 0.22
5 I -2.46 -1.58 0.64
6 H 0.46 1.21 -0.25
7 H 1.61 -0.97 1.62
8 H 1.49 -1.51 -1.42
9 H -1.99 0.86 -0.49
10 H -1.53 0.71 1.17